Entry 1:
{
  "formula": "C5H5N3",
  "method": "the ωB97M-V functional and the def2-TZVPD basis",
  "elements": ["H", "C", "H", "H", "H", "C", "H", "C", "C", "N", "C", "N", "N"],
  "positions_angstrom": [[0.431, -2.551, 1.649], [0.893, 0.319, 0.051], [-1.929, 2.132, 0.312], [-0.354, -2.821, -0.087], [1.867, 1.949, -0.200], [-2.276, -0.779, -0.886], [1.892, 1.126, -1.563], [-1.299, 1.225, 0.286], [0.130, -2.084, 0.647], [-1.961, 0.143, -0.238], [0.625, -0.975, 0.180], [-0.039, 1.379, 0.327], [2.021, 0.938, -0.479]],
  "mulliken_charge": [0.229, 0.232, 0.322, 0.245, 0.379, -0.084, 0.295, 0.027, -0.644, -0.071, 0.248, -0.438, -0.739],
  "gap_ev": 8.84,
  "de_lowest_kj_mol": 363.8,
  "lumo_ev": -0.1,
  "homo_energy_ev": -9.0,
  "energy_ev": -9731.7182
}

***

Entry 2:
{
  "formula": "C35H36GeN5O5S2SbV",
  "method": "the ωB97M-V functional and the def2-TZVPD basis",
  "elements": ["C", "H", "C", "H", "H", "N", "V", "O", "H", "H", "H", "C", "C", "H", "H", "C", "H", "O", "H", "C", "C", "H", "C", "H", "H", "C", "C", "H", "H", "S", "H", "N", "O", "H", "H", "H", "H", "C", "C", "C", "C", "H", "Ge", "H", "C", "H", "H", "C", "H", "H", "C", "H", "C", "S", "C", "N", "H", "H", "O", "C", "O", "Sb", "C", "N", "H", "C", "C", "C", "H", "C", "H", "C", "C", "C", "C", "C", "H", "C", "H", "C", "C", "H", "C", "N", "C", "H"],
  "positions_angstrom": [[2.528, 0.062, -4.439], [-3.807, 2.073, 0.864], [-0.826, -0.225, -3.920], [-4.102, -3.911, 2.155], [-0.641, 2.159, 0.055], [1.772, -6.328, -1.238], [2.445, -1.076, 0.849], [3.377, -1.460, 6.840], [-2.199, -3.194, -1.863], [-5.285, 1.972, -1.224], [0.578, 2.723, 3.192], [0.632, -3.731, 0.770], [2.793, -0.387, 6.498], [-0.375, -1.806, -0.957], [5.025, 1.537, -6.207], [-2.358, -2.074, -3.696], [3.589, -0.480, -6.232], [3.731, -2.944, 4.568], [-3.167, -2.678, -4.093], [-4.501, 1.226, -1.034], [-0.786, -1.576, -1.931], [-2.787, -2.933, 2.819], [-1.859, -1.005, -4.437], [1.714, 1.684, 5.299], [3.129, 2.835, -2.584], [-0.177, -4.851, 1.247], [-0.275, -0.497, -2.661], [-2.267, -0.782, -5.417], [-2.646, -3.613, 1.214], [2.570, -2.686, -0.856], [-1.851, 4.312, 0.183], [2.294, -0.125, 2.785], [2.407, 0.544, 7.219], [-4.546, -2.120, 0.397], [-1.507, 1.180, 2.666], [0.686, 3.139, -3.906], [-0.515, 5.287, -3.775], [-1.257, 4.944, -1.788], [4.165, 2.308, -4.391], [-0.610, 2.843, -0.788], [2.741, -0.885, 3.866], [-3.625, 1.512, -1.627], [1.077, 0.726, -1.957], [-3.924, 1.324, 3.343], [-1.291, 4.059, -0.713], [0.722, 1.803, 1.674], [-2.984, 0.723, 4.713], [1.833, 1.001, 3.288], [4.810, 3.180, -4.361], [-0.443, 0.608, -4.510], [0.134, 3.385, -3.001], [2.388, 1.432, -0.024], [-3.303, 0.492, 3.691], [0.321, -2.140, 1.460], [1.255, 2.159, 2.549], [-0.832, -5.712, 1.638], [2.044, 2.829, 2.198], [-4.859, 0.268, -1.437], [3.271, -2.654, 2.424], [2.548, -0.191, 5.026], [5.118, -0.208, 0.420], [-2.563, -0.370, 0.755], [3.215, 2.108, -3.390], [3.998, -0.571, 0.600], [1.902, -0.828, -4.457], [1.531, -3.948, -0.188], [3.277, -2.241, 3.586], [-3.995, -1.885, 1.314], [-1.779, 5.892, -1.731], [1.864, 0.486, -0.237], [-3.944, -0.394, 3.747], [-2.099, 0.261, 2.770], [-3.352, -3.152, 1.906], [-1.820, -2.359, -2.446], [1.656, -5.288, -0.759], [4.291, 1.383, -5.424], [-4.701, -1.424, 2.011], [3.478, 0.255, -5.442], [-1.428, -0.505, 3.174], [0.122, 2.479, -1.929], [-0.546, 4.602, -2.933], [3.643, -2.451, 5.489], [-4.152, 1.106, 0.469], [1.978, 0.981, 4.630], [2.368, 0.992, -3.410], [-5.031, 0.808, 1.054]],
  "mulliken_charge": [-0.375, 0.380, -0.117, 0.421, -0.191, -0.637, -0.353, -0.840, 0.481, 0.341, 0.432, 0.052, 0.707, 0.441, 0.359, -0.564, 0.386, -0.609, 0.355, -1.135, 0.157, 0.234, -0.806, 0.254, 0.384, -0.487, -0.303, 0.392, 0.020, -0.427, 0.384, 0.453, -0.763, 0.526, 0.255, 0.288, 0.396, -0.482, -0.740, 0.549, -0.031, 0.200, 2.379, 0.268, -0.934, -0.313, 0.433, 0.314, 0.362, 0.390, -0.250, 0.689, -1.345, 0.139, -0.842, -0.653, 0.371, 0.308, -0.498, 0.164, -0.753, 0.418, -0.300, 0.590, 0.359, 1.040, 0.203, -0.996, 0.360, -0.386, 0.275, -0.422, -0.850, -0.777, -0.170, -0.365, 0.497, -0.688, 0.438, -0.329, -0.712, 0.433, -0.841, -0.084, -0.404, 0.492],
  "gap_ev": [6.00, 6.36],
  "de_lowest_kj_mol": 50.6,
  "lumo_ev": [4.0, 4.0],
  "homo_energy_ev": [-2.0, -2.4],
  "multiplicity": 2,
  "energy_ev": -164980.5954,
  "total_charge": -2
}

***

Repeat the first record exactly.
{
  "formula": "C5H5N3",
  "method": "the ωB97M-V functional and the def2-TZVPD basis",
  "elements": ["H", "C", "H", "H", "H", "C", "H", "C", "C", "N", "C", "N", "N"],
  "positions_angstrom": [[0.431, -2.551, 1.649], [0.893, 0.319, 0.051], [-1.929, 2.132, 0.312], [-0.354, -2.821, -0.087], [1.867, 1.949, -0.200], [-2.276, -0.779, -0.886], [1.892, 1.126, -1.563], [-1.299, 1.225, 0.286], [0.130, -2.084, 0.647], [-1.961, 0.143, -0.238], [0.625, -0.975, 0.180], [-0.039, 1.379, 0.327], [2.021, 0.938, -0.479]],
  "mulliken_charge": [0.229, 0.232, 0.322, 0.245, 0.379, -0.084, 0.295, 0.027, -0.644, -0.071, 0.248, -0.438, -0.739],
  "gap_ev": 8.84,
  "de_lowest_kj_mol": 363.8,
  "lumo_ev": -0.1,
  "homo_energy_ev": -9.0,
  "energy_ev": -9731.7182
}